Entry from OMol25: one molecule with the formula C23H30ClN5O3 (ωB97M-V/def2-TZVPD).

Last column: natural (NBO) charge in e.
Cartesian coordinates (Å):
Cl: 1.969 6.430 -0.155  0.00
C: 1.635 4.760 -0.449  -0.03
C: 0.360 4.369 -0.818  -0.25
C: 0.114 3.029 -1.047  -0.22
C: 1.123 2.087 -0.900  0.34
O: 0.889 0.754 -1.175  -0.49
C: -0.158 0.135 -0.619  0.74
N: -0.921 0.785 0.239  -0.64
C: -1.917 0.054 0.760  0.63
N: -2.739 0.667 1.622  -0.40
C: -3.811 -0.052 2.276  -0.24
C: -4.832 0.955 2.793  -0.08
O: -4.282 1.858 3.732  -0.53
C: -2.916 2.163 3.508  -0.08
C: -2.522 2.034 2.041  -0.25
N: -2.155 -1.225 0.474  -0.63
C: -1.312 -1.772 -0.405  0.62
N: -1.465 -3.072 -0.700  -0.39
C: -2.610 -3.831 -0.258  -0.25
C: -3.492 -4.154 -1.471  -0.08
O: -2.756 -4.820 -2.471  -0.52
C: -1.665 -4.041 -2.912  -0.08
C: -0.715 -3.711 -1.755  -0.25
N: -0.293 -1.125 -0.989  -0.61
C: 2.417 2.477 -0.536  -0.04
C: 3.550 1.496 -0.377  -0.24
C: 3.859 0.768 -1.691  -0.40
C: 5.056 -0.160 -1.510  -0.39
C: 4.783 -1.171 -0.401  -0.40
C: 4.472 -0.451 0.908  -0.39
C: 3.270 0.472 0.731  -0.39
C: 2.650 3.829 -0.316  -0.23
H: -0.426 5.099 -0.929  0.23
H: -0.871 2.703 -1.340  0.23
H: -3.418 -0.650 3.108  0.20
H: -4.269 -0.732 1.555  0.23
H: -5.254 1.512 1.943  0.17
H: -5.647 0.441 3.309  0.20
H: -2.768 3.188 3.857  0.20
H: -2.286 1.494 4.112  0.17
H: -1.469 2.279 1.893  0.25
H: -3.124 2.720 1.431  0.19
H: -2.257 -4.765 0.193  0.20
H: -3.154 -3.242 0.479  0.25
H: -3.911 -3.218 -1.873  0.16
H: -4.306 -4.826 -1.193  0.20
H: -2.031 -3.104 -3.359  0.17
H: -1.158 -4.633 -3.676  0.20
H: -0.281 -4.638 -1.364  0.20
H: 0.073 -3.032 -2.077  0.26
H: 4.442 2.063 -0.088  0.20
H: 2.989 0.187 -1.995  0.22
H: 4.068 1.503 -2.472  0.21
H: 5.261 -0.682 -2.447  0.21
H: 5.941 0.428 -1.255  0.19
H: 5.648 -1.825 -0.271  0.21
H: 3.929 -1.791 -0.682  0.20
H: 4.263 -1.180 1.694  0.21
H: 5.341 0.134 1.217  0.19
H: 3.055 0.995 1.666  0.21
H: 2.398 -0.127 0.468  0.21
H: 3.638 4.159 -0.033  0.22

Calculated values
Structure (SMILES): Clc1ccc(Oc2nc(N3CCOCC3)nc(N3CCOCC3)n2)c(C2CCCCC2)c1

Entry from OMol25: a 7-piece molecular cluster, C24H52FN7O8 overall (ωB97M-V/def2-TZVPD).

Last column: Mulliken charge in e.
Cartesian coordinates (Å):
H: -2.228 3.037 2.647  0.19
N: -2.732 2.262 2.217  -0.69
C: -2.072 1.792 1.223  -0.39
C: -0.745 2.311 0.757  -0.65
C: 0.212 1.251 0.244  0.02
C: 1.268 1.876 -0.693  -0.73
C: 1.835 3.161 -0.116  -0.34
F: 3.179 3.306 -0.466  -0.36
O: 0.901 0.676 1.373  -0.42
C: 1.164 -0.644 1.349  0.29
O: 1.631 -1.227 2.338  -0.58
H: -2.543 0.973 0.686  0.52
H: -0.872 3.045 -0.030  0.32
H: -0.262 2.820 1.587  0.56
H: -0.296 0.498 -0.351  0.53
H: 0.881 1.991 -1.693  0.56
H: 2.093 1.171 -0.718  0.33
H: 1.794 3.157 0.969  0.26
H: 1.316 4.029 -0.513  0.21
H: 0.961 -1.196 0.423  0.35
C: 0.146 -6.819 0.976  -0.91
N: -0.184 -5.524 0.410  -0.12
C: 0.598 -4.417 0.355  0.77
C: 1.980 -4.505 0.941  -1.34
O: 0.178 -3.382 -0.151  -0.59
H: 0.079 -7.592 0.209  0.29
H: -0.549 -7.065 1.780  0.29
H: 1.152 -6.815 1.379  0.34
H: -1.098 -5.398 0.006  0.26
H: 2.471 -3.544 0.826  0.23
H: 1.933 -4.741 2.004  0.39
H: 2.569 -5.268 0.430  0.44
C: 5.030 0.452 -5.581  -0.93
N: 3.978 0.658 -4.603  -0.11
C: 3.644 1.807 -3.973  0.79
C: 4.448 3.041 -4.316  -1.40
O: 2.733 1.854 -3.161  -0.50
H: 4.604 0.090 -6.517  0.28
H: 5.740 -0.291 -5.217  0.29
H: 5.561 1.378 -5.773  0.37
H: 3.415 -0.138 -4.345  0.14
H: 4.067 3.874 -3.734  0.25
H: 5.501 2.894 -4.072  0.38
H: 4.358 3.278 -5.377  0.40
C: -6.616 2.936 4.762  -0.87
N: -5.594 3.602 3.979  -0.11
C: -4.816 4.653 4.341  0.84
C: -5.018 5.223 5.727  -1.32
O: -3.989 5.113 3.571  -0.65
H: -6.360 1.882 4.891  0.29
H: -7.580 2.997 4.253  0.29
H: -6.711 3.392 5.741  0.32
H: -5.405 3.262 3.049  0.19
H: -4.329 6.049 5.865  0.30
H: -6.038 5.589 5.849  0.36
H: -4.819 4.467 6.487  0.35
C: -0.770 -4.131 -3.468  -0.81
N: 0.653 -3.876 -3.556  -0.03
C: 1.402 -3.684 -4.665  0.87
C: 0.697 -3.738 -6.001  -1.32
O: 2.603 -3.476 -4.578  -0.67
H: -1.240 -3.343 -2.880  0.25
H: -0.932 -5.089 -2.971  0.22
H: -1.222 -4.161 -4.452  0.39
H: 1.173 -3.825 -2.693  0.06
H: 1.427 -3.567 -6.785  0.31
H: 0.236 -4.714 -6.155  0.36
H: -0.072 -2.967 -6.060  0.35
C: 2.780 -2.596 6.811  -0.84
N: 2.757 -3.757 5.940  -0.17
C: 3.265 -3.873 4.686  0.81
C: 3.945 -2.663 4.096  -1.25
O: 3.162 -4.923 4.068  -0.69
H: 3.307 -2.832 7.737  0.29
H: 1.762 -2.292 7.058  0.28
H: 3.281 -1.766 6.328  0.32
H: 2.314 -4.596 6.277  0.24
H: 4.291 -2.912 3.098  0.25
H: 3.248 -1.828 4.023  0.33
H: 4.802 -2.369 4.704  0.46
C: -3.950 5.025 -3.628  -0.87
N: -2.820 4.207 -3.230  -0.16
C: -2.808 3.143 -2.387  0.74
C: -4.123 2.733 -1.767  -1.28
O: -1.764 2.556 -2.149  -0.57
H: -4.085 4.979 -4.710  0.29
H: -3.780 6.064 -3.344  0.29
H: -4.861 4.681 -3.151  0.33
H: -1.914 4.430 -3.610  0.24
H: -3.953 1.878 -1.123  0.18
H: -4.536 3.546 -1.168  0.39
H: -4.842 2.457 -2.539  0.42

Calculated values
Structure (SMILES): [H]/N=C\C[C@@H](CCF)OC=O.CNC(C)=O.CNC(C)=O.CNC(C)=O.CNC(C)=O.CNC(C)=O.CNC(C)=O

Highest occupied orbital energy values (in eV) by entry order: -8.680; -9.189.